{
  "formula": "C5H14NO",
  "method": "wB97M-V/def2-TZVPD",
  "species": ["C", "C", "C", "C", "C", "N", "H", "H", "H", "H", "H", "H", "H", "H", "H", "H", "H", "H", "H", "H", "O"],
  "positions_angstrom": [[-2.14, 0.70, 0.48], [-1.88, -0.79, 0.58], [-0.63, -1.25, -0.22], [0.60, -0.50, 0.19], [1.56, 0.10, -0.49], [0.91, -0.74, 1.66], [-1.89, 1.20, -0.45], [-1.69, 1.27, 1.28], [-3.21, 0.90, 0.57], [-2.69, -1.37, 0.13], [-1.80, -1.09, 1.63], [-0.45, -2.31, -0.02], [-0.72, -1.16, -1.30], [2.43, 0.44, 0.04], [1.35, 0.27, -1.53], [0.56, 0.04, 2.22], [1.87, -0.89, 1.95], [0.40, -1.58, 1.95], [1.74, 2.23, -3.13], [3.21, 2.45, -3.01], [2.48, 2.06, -2.53]],
  "mulliken_charge": [-1.1497, -0.3162, -0.9680, 0.6727, -1.0293, -0.2956, 0.3081, 0.3263, 0.3670, 0.3689, 0.2715, 0.3250, 0.4382, 0.2613, 0.3205, 0.3400, 0.3698, 0.3904, 0.3111, 0.3132, -0.6252],
  "homo_ev": -14.52,
  "energy_ev": -8942.365,
  "total_charge": 1,
  "relative_energy_kj_mol": 158.5
}

{
  "formula": "C5H14NO",
  "method": "wB97M-V/def2-TZVPD",
  "species": ["C", "N", "C", "H", "H", "H", "H", "H", "H", "H", "H", "C", "O", "C", "C", "H", "H", "H", "H", "H", "H"],
  "positions_angstrom": [[1.35, 0.48, 2.04], [0.19, 0.50, 1.14], [-1.15, 0.50, 1.87], [2.24, 0.40, 1.37], [1.40, 1.43, 2.61], [1.39, -0.38, 2.67], [0.21, -0.34, 0.53], [0.36, 1.29, 0.54], [-1.17, -0.38, 2.57], [-1.99, 0.52, 1.14], [-1.15, 1.44, 2.45], [-0.62, 0.36, -2.01], [-0.92, 0.33, -3.42], [-0.26, -1.03, -1.41], [1.02, -1.49, -1.40], [-1.46, 0.77, -1.41], [0.28, 1.02, -1.89], [-1.71, -0.23, -3.53], [-1.16, -1.71, -1.19], [1.18, -2.50, -1.00], [1.95, -1.00, -1.66]],
  "mulliken_charge": [-0.9488, -0.0339, -0.7850, 0.3442, 0.3925, 0.3912, 0.1622, 0.3816, 0.3465, 0.2991, 0.3943, -0.2800, -0.4891, -0.2157, -0.6809, 0.1965, 0.2560, 0.3296, 0.3023, 0.3140, 0.3235],
  "homo_ev": -13.89,
  "energy_ev": -8941.479,
  "total_charge": 1,
  "relative_energy_kj_mol": 244.0
}

{
  "formula": "C5H14NO",
  "method": "wB97M-V/def2-TZVPD",
  "species": ["C", "C", "C", "C", "C", "N", "H", "H", "H", "H", "H", "H", "H", "H", "H", "H", "H", "H", "H", "H", "O"],
  "positions_angstrom": [[-1.22, 0.50, 0.00], [-1.49, -0.86, 0.63], [-0.19, -1.74, 0.86], [1.42, -0.39, 2.05], [1.12, -0.94, 0.86], [-0.48, 0.38, -1.29], [-0.66, 1.20, 0.60], [-2.20, 0.94, -0.24], [-1.78, -0.53, 1.63], [-2.11, -1.43, -0.08], [-0.25, -2.55, 0.10], [-0.33, -2.23, 1.83], [0.64, -0.19, 2.78], [2.44, -0.16, 2.36], [1.82, -0.90, 0.03], [-0.97, -0.21, -1.99], [-0.50, 1.28, -1.82], [0.48, 0.08, -1.16], [0.94, 2.69, -3.01], [2.05, 2.80, -1.94], [1.29, 2.27, -2.21]],
  "mulliken_charge": [-0.7306, -0.5115, -0.6771, -0.8845, -0.2865, -0.1775, 0.3672, 0.4511, 0.3025, 0.3145, 0.3453, 0.3736, 0.2406, 0.3216, 0.5727, 0.3553, 0.4158, 0.2107, 0.3135, 0.3171, -0.6338],
  "homo_ev": -13.08,
  "energy_ev": -8941.987,
  "total_charge": 1,
  "relative_energy_kj_mol": 195.0
}

{
  "formula": "C5H14NO2",
  "method": "wB97M-V/def2-TZVPD",
  "species": ["C", "C", "N", "C", "C", "C", "O", "H", "H", "H", "H", "H", "H", "H", "H", "H", "H", "H", "H", "H", "H", "O"],
  "positions_angstrom": [[-1.40, -0.96, -1.88], [-0.60, 0.22, -1.37], [-0.17, 0.06, 0.07], [-1.08, 0.78, 0.92], [1.24, 0.83, 0.15], [2.07, 0.60, 1.48], [2.20, 1.85, 1.96], [-1.57, -0.88, -3.01], [-2.35, -1.21, -1.51], [-0.82, -1.93, -1.80], [0.35, 0.15, -2.06], [-0.90, 1.35, -1.50], [-1.43, 1.72, 0.54], [-0.77, 0.79, 2.00], [-2.02, 0.32, 0.90], [1.83, 0.64, -0.77], [1.06, 1.92, 0.09], [3.06, 0.22, 1.20], [1.42, -0.08, 2.19], [-0.38, -1.44, 0.68], [0.55, -2.47, 1.15], [-0.30, -2.47, 0.57]],
  "mulliken_charge": [-1.2890, -0.3805, 0.0472, -1.2320, -0.4062, -0.3921, -0.9094, 0.3383, 0.3609, 0.2663, 0.2242, 0.3647, 0.4277, 0.2591, 0.4610, 0.2824, 0.2887, 0.2296, 0.0489, 0.4547, 0.3267, -0.7713],
  "homo_ev": -2.41,
  "energy_ev": -10994.654,
  "total_charge": -1,
  "relative_energy_kj_mol": 284.8
}

{
  "formula": "C5H14NO2",
  "method": "wB97M-V/def2-TZVPD",
  "species": ["C", "C", "N", "C", "C", "C", "O", "H", "H", "H", "H", "H", "H", "H", "H", "H", "H", "H", "H", "H", "H", "O"],
  "positions_angstrom": [[0.62, -1.22, -2.37], [0.83, -1.08, -0.85], [1.29, 0.25, -0.45], [0.51, -0.36, 1.96], [0.93, 0.70, 0.93], [-0.35, 1.77, 0.79], [-1.45, 1.09, 1.18], [1.39, -0.66, -2.95], [-0.45, -0.99, -2.50], [0.80, -2.29, -2.54], [1.61, -1.81, -0.56], [-0.16, -1.29, -0.37], [1.00, 0.94, -1.13], [-0.16, 0.16, 2.63], [-0.04, -1.20, 1.57], [1.39, -0.62, 2.55], [1.74, 1.24, 1.41], [-0.20, 2.60, 1.51], [-0.44, 2.33, -0.16], [-2.34, 0.19, 0.32], [-3.46, 0.53, -0.70], [-3.08, -0.25, -0.28]],
  "mulliken_charge": [-1.2594, 0.0500, -0.4299, -1.3100, 0.1940, -0.7071, -0.9139, 0.3214, 0.2966, 0.3321, 0.2109, 0.0730, 0.2759, 0.3454, 0.3565, 0.3856, 0.2414, 0.2781, 0.3372, 0.4516, 0.2522, -0.7817],
  "homo_ev": -3.01,
  "energy_ev": -10996.368,
  "total_charge": -1,
  "relative_energy_kj_mol": 119.4
}

{
  "formula": "C5H14NO2",
  "method": "wB97M-V/def2-TZVPD",
  "species": ["C", "O", "C", "C", "C", "C", "N", "H", "H", "H", "H", "H", "H", "H", "H", "H", "H", "H", "H", "H", "H", "O"],
  "positions_angstrom": [[-0.47, 1.75, 1.59], [-0.42, 0.72, 2.53], [0.19, 1.45, 0.28], [-0.83, 0.98, -0.76], [-0.76, -0.48, -1.23], [0.76, -0.93, -1.63], [1.17, -2.24, -1.11], [-1.60, 1.78, 1.48], [-0.16, 2.75, 1.96], [0.81, 2.26, -0.07], [0.84, 0.53, 0.45], [-1.89, 1.10, -0.46], [-0.73, 1.57, -1.70], [-1.43, -0.69, -2.04], [-0.88, -1.03, -0.24], [0.68, -0.90, -2.72], [1.54, -0.20, -1.46], [0.47, -2.94, -1.27], [1.32, -2.06, -0.12], [0.46, -1.93, 2.52], [0.17, -0.21, 2.15], [0.77, -1.31, 1.84]],
  "mulliken_charge": [-0.4359, -0.7030, -0.4478, -0.6193, -0.7081, -0.8707, -0.7006, 0.1954, 0.1874, 0.4120, 0.2102, 0.3884, 0.3066, 0.4014, 0.3639, 0.4034, 0.4191, 0.2296, 0.3274, 0.1594, 0.3654, -0.8842],
  "homo_ev": -3.89,
  "energy_ev": -10996.598,
  "total_charge": -1,
  "relative_energy_kj_mol": 97.2
}

{
  "formula": "C5H14NO2",
  "method": "wB97M-V/def2-TZVPD",
  "species": ["C", "C", "C", "N", "C", "C", "O", "H", "H", "H", "H", "H", "H", "H", "H", "H", "H", "H", "H", "H", "H", "O"],
  "positions_angstrom": [[1.21, 2.02, 0.94], [1.52, 1.26, 2.22], [0.11, 1.34, 0.07], [0.63, 0.62, -1.08], [-0.40, 0.05, -1.97], [-0.67, -1.40, -1.53], [-1.20, -1.49, -0.25], [2.04, 2.16, 0.24], [0.75, 2.97, 1.22], [0.61, 0.87, 2.67], [2.04, 1.93, 2.91], [2.04, 0.30, 2.09], [-0.44, 0.64, 0.72], [-0.64, 2.03, -0.32], [1.32, -0.03, -0.74], [-1.14, 0.85, -2.03], [0.11, -0.04, -2.95], [0.25, -2.00, -1.62], [-1.38, -1.91, -2.21], [-2.92, -3.48, 0.97], [-1.73, -2.93, 0.09], [-2.11, -3.76, 0.55]],
  "mulliken_charge": [-0.5392, -1.1653, -0.3030, -0.4034, -0.6486, -0.4978, -0.9135, 0.3859, 0.2240, 0.3483, 0.3509, 0.3074, 0.1404, 0.2961, 0.2406, 0.3787, 0.2682, 0.2223, 0.3265, 0.2392, 0.4746, -0.7323],
  "homo_ev": -3.10,
  "energy_ev": -10996.743,
  "total_charge": -1,
  "relative_energy_kj_mol": 83.3
}

{
  "formula": "C5H14NO2",
  "method": "wB97M-V/def2-TZVPD",
  "species": ["C", "C", "N", "C", "C", "C", "O", "H", "H", "H", "H", "H", "H", "H", "H", "H", "H", "H", "H", "H", "H", "O"],
  "positions_angstrom": [[-0.54, -3.40, -0.38], [-0.01, -2.00, -0.70], [-0.28, -0.82, 0.26], [-1.66, -0.24, 0.11], [0.68, 0.25, 0.09], [0.54, 1.44, 1.16], [0.71, 2.60, 0.64], [-1.08, -3.66, -1.23], [-1.11, -3.18, 0.53], [0.42, -3.98, -0.13], [1.06, -2.07, -0.89], [-0.43, -1.77, -1.64], [-1.73, 0.23, -0.93], [-1.71, 0.48, 0.94], [-2.41, -0.95, 0.33], [1.67, -0.27, 0.15], [0.73, 0.85, -0.83], [1.40, 1.29, 1.91], [-0.34, 1.20, 1.93], [1.38, 3.78, -0.53], [1.48, 5.43, -0.07], [1.23, 4.79, -0.71]],
  "mulliken_charge": [-0.9493, -0.5018, -0.1360, -1.0559, -0.4474, -0.5509, -0.7457, 0.3093, 0.2577, 0.2439, 0.4359, 0.3041, 0.3238, 0.3162, 0.3668, 0.3546, 0.1879, 0.1814, 0.1309, 0.4109, 0.2464, -0.6829],
  "homo_ev": -2.66,
  "energy_ev": -10994.949,
  "total_charge": -1,
  "relative_energy_kj_mol": 256.3
}

{
  "formula": "C5H14NO2",
  "method": "wB97M-V/def2-TZVPD",
  "species": ["C", "C", "C", "C", "N", "C", "O", "H", "H", "H", "H", "H", "H", "H", "H", "H", "H", "H", "H", "H", "H", "O"],
  "positions_angstrom": [[-0.87, 1.48, -0.07], [-0.92, 0.11, 0.64], [-2.38, -0.12, 0.99], [-0.01, 0.14, 1.86], [-0.27, 1.33, -1.37], [1.27, 0.65, -1.51], [1.19, -0.70, -1.38], [-1.81, 2.08, -0.15], [-0.08, 2.07, 0.39], [-0.75, -0.84, 0.01], [-3.08, -0.16, 0.09], [-2.84, 0.67, 1.51], [-2.69, -1.02, 1.48], [0.11, -0.89, 2.15], [1.09, 0.56, 1.50], [-0.28, 0.84, 2.78], [-0.90, 0.91, -2.02], [1.64, 1.05, -2.44], [1.89, 1.15, -0.77], [1.25, -1.77, -0.18], [2.18, -2.98, 0.10], [1.76, -2.36, 0.59]],
  "mulliken_charge": [-1.2520, 1.4341, -1.8979, -1.2582, -0.4823, -0.4716, -0.8390, 0.3273, 0.4323, 0.0683, 0.3657, 0.4470, 0.4215, 0.4066, 0.2281, 0.2788, 0.2379, 0.3250, 0.2419, 0.4624, 0.2261, -0.7020],
  "homo_ev": -3.17,
  "energy_ev": -10995.456,
  "total_charge": -1,
  "relative_energy_kj_mol": 207.4
}

{
  "formula": "C5H14NO2",
  "method": "wB97M-V/def2-TZVPD",
  "species": ["C", "C", "C", "C", "N", "C", "O", "H", "H", "H", "H", "H", "H", "H", "H", "H", "H", "H", "H", "H", "H", "O"],
  "positions_angstrom": [[-2.59, 0.49, 0.05], [-1.06, 0.33, -0.13], [-0.66, -1.04, 0.53], [-1.24, -1.45, 1.88], [-0.54, 0.44, -1.58], [0.90, 0.91, -1.57], [1.73, 0.09, -0.88], [-2.85, 1.49, -0.30], [-3.14, -0.29, -0.50], [-3.00, 0.33, 1.02], [-0.52, 1.16, 0.42], [-0.90, -1.77, -0.19], [0.49, -0.92, 0.65], [-1.18, -0.57, 2.46], [-0.61, -2.18, 2.41], [-2.18, -1.91, 1.85], [-0.81, -0.59, -1.84], [1.11, 0.88, -2.58], [1.03, 1.83, -1.21], [2.59, 0.38, 0.31], [2.90, -0.44, 1.47], [3.11, 0.41, 1.20]],
  "mulliken_spin": [2.2850, -0.8156, 0.0050, 2.0051, 0.0217, 0.0886, 0.0104, -0.3391, -0.3987, -0.3767, -0.1604, -0.5306, 0.3387, 0.1129, -1.0665, -0.1753, -0.0053, 0.0070, -0.0073, 0.0483, 0.0030, -0.0502],
  "homo_ev": [4.04, -0.73],
  "s2": 0.750,
  "energy_ev": -10992.111,
  "total_charge": -2,
  "multiplicity": 2,
  "relative_energy_kj_mol": 130.2
}

{
  "formula": "C5H14NO2",
  "method": "wB97M-V/def2-TZVPD",
  "species": ["C", "O", "C", "C", "C", "C", "N", "H", "H", "H", "H", "H", "H", "H", "H", "H", "H", "H", "H", "H", "H", "O"],
  "positions_angstrom": [[-0.57, -1.37, -1.52], [-0.46, 1.66, -1.26], [-0.62, -1.77, -0.21], [-0.72, -0.89, 0.95], [-2.14, -0.39, 1.21], [-2.55, 0.83, 0.91], [4.18, 0.01, -0.14], [-0.78, -2.15, -2.24], [-0.24, -0.40, -1.86], [-0.09, 2.32, -1.85], [-0.66, -2.84, -0.01], [-0.05, -0.01, 0.65], [-0.36, -1.38, 1.86], [-2.77, -1.02, 1.83], [-1.84, 1.51, 0.49], [-3.50, 1.24, 1.24], [4.27, -1.00, -0.20], [4.54, 0.45, -0.97], [3.20, 0.25, 0.00], [0.26, 1.42, -0.62], [1.32, 1.47, 1.30], [1.38, 1.00, 0.44]],
  "mulliken_charge": [-0.4843, -0.6476, -0.1541, 1.1546, -0.2897, -0.5270, -0.5850, 0.2864, 0.3239, 0.3055, 0.4037, -0.9570, 0.4778, 0.3682, 0.1648, 0.3303, 0.2611, 0.2653, 0.2995, 0.4132, 0.2753, -0.6847],
  "homo_ev": -13.14,
  "energy_ev": -10982.130,
  "total_charge": 1,
  "relative_energy_kj_mol": 933.4
}

{
  "formula": "C5H14NO2",
  "method": "wB97M-V/def2-TZVPD",
  "species": ["C", "O", "C", "C", "C", "C", "N", "H", "H", "H", "H", "H", "H", "H", "H", "H", "H", "H", "H", "H", "H", "O"],
  "positions_angstrom": [[-1.64, -0.40, -1.51], [-2.69, 0.36, -1.16], [-0.51, 0.62, -1.63], [0.74, 0.43, -0.73], [0.26, 0.78, 0.70], [-0.65, 1.69, 1.00], [0.99, 0.05, 1.83], [-1.47, -1.05, -0.58], [-1.80, -1.20, -2.35], [-3.35, 0.66, -1.66], [-0.98, 1.65, -1.53], [-0.11, 0.53, -2.61], [1.25, -0.55, -0.69], [1.59, 1.10, -1.02], [-1.34, 2.20, 0.38], [-0.83, 2.23, 2.02], [1.52, -0.91, 1.40], [0.43, -0.34, 2.55], [1.82, 0.60, 2.26], [2.98, -2.78, 1.28], [1.65, -3.17, 1.15], [2.16, -2.49, 0.91]],
  "mulliken_charge": [-0.2342, -0.4843, -0.8267, -0.5321, 0.4038, -0.8992, -0.3007, 0.1169, 0.3364, 0.2815, 0.3526, 0.4403, 0.3435, 0.3338, 0.2293, 0.2611, 0.3678, 0.3940, 0.4305, 0.3120, 0.2948, -0.6211],
  "homo_ev": -13.11,
  "energy_ev": -10987.908,
  "total_charge": 1,
  "relative_energy_kj_mol": 376.0
}

Question: What is the formula in the third record?
Answer: C5H14NO

Question: What is the formula in the tenth record?
Answer: C5H14NO2